Formula: C6H11N3
Source: the OMol25 dataset
Level of theory: the ωB97M-V functional and the def2-TZVPD basis

Geometry as XYZ:
```
20
Properties=species:S:1:pos:R:3:forces:R:3
C -1.035 -0.157 1.588 -2.121 -2.816 -1.672
C -1.147 0.049 -0.095 -0.311 -2.843 2.813
C -1.109 1.456 -0.734 1.701 -2.185 1.157
N 0.238 1.906 -0.110 1.704 0.061 0.782
C 1.244 1.153 0.364 -3.602 2.580 -4.039
N 1.182 -0.334 0.141 3.024 3.338 3.984
N 2.607 -0.524 -0.099 -0.885 -1.582 -1.022
C 0.014 -0.632 -0.600 1.745 0.416 -2.024
C -1.242 -1.499 -0.588 1.908 3.940 -3.655
H -1.101 0.861 1.872 -0.061 0.619 1.393
H -0.074 -0.749 1.952 -2.163 1.658 -1.016
H -2.012 -0.859 1.886 2.462 2.299 -0.449
H -1.928 2.108 -0.351 0.774 -0.076 -1.006
H -0.896 1.238 -1.880 -1.220 1.448 2.319
H 2.229 1.915 0.430 -2.437 -3.157 0.623
H 3.120 -1.241 0.486 -1.553 0.520 -1.303
H 2.502 -0.683 -1.096 1.826 -0.700 -0.125
H 0.053 -0.179 -1.608 1.085 -1.048 -0.096
H -1.296 -1.644 -1.720 -1.128 -0.692 1.990
H -1.349 -2.186 0.162 -0.746 -1.779 1.346
```
Forces are in eV/Å.

As for the SMILES: C[C@@]12CN=CN(N)[C@H]1C2. The value obtained for the highest occupied orbital energy is -8.344 eV. The gap between HOMO and LUMO comes out at 9.2 eV.